1.
{"formula": "CH3CsLiO", "method": "ωB97M-V/def2-TZVPD", "e_tot_ha": -142.56703, "charge": 0, "e_lumo_ev": [-0.6, -0.9], "fmax_ev_per_a": 1.90, "homo_energy_ev": [-4.14, -4.66], "homo_lumo_gap_ev": [3.510, 3.791], "multiplicity": 2, "e_above_lowest_kcal_mol": 41.9, "species": ["O", "C", "Li", "H", "H", "Cs", "H"], "coordinates": [[0.1606, 0.2205, 0.2463], [0.8384, -0.3969, -0.7063], [-0.7464, -1.1946, 2.0280], [0.6582, -0.1186, -1.7459], [1.7965, -0.8325, -0.4165], [-3.4781, 0.8234, 0.1286], [0.7708, 1.4987, 0.4658]]}

---

2.
{"formula": "CH3F2N2P", "method": "ωB97M-V/def2-TZVPD", "e_tot_ha": -690.47090, "charge": 0, "e_lumo_ev": 0.7, "fmax_ev_per_a": 2.78, "homo_energy_ev": -9.75, "homo_lumo_gap_ev": 10.422, "e_above_lowest_kcal_mol": 41.6, "species": ["C", "N", "N", "F", "F", "P", "H", "H", "H"], "coordinates": [[-1.3227, 0.8454, 0.4475], [-0.9851, 0.8397, -0.6389], [1.0795, -0.5402, 0.5953], [-0.2792, -1.1009, -1.8070], [-0.7207, -2.1505, 0.4077], [0.8761, -1.9169, -0.0375], [-1.5310, 0.7063, 1.4934], [-0.3844, -0.0536, -1.3876], [1.9092, -0.0702, 0.4822]]}

---

3.
{"formula": "CH3F3NS", "method": "ωB97M-V/def2-TZVPD", "e_tot_ha": -791.98609, "charge": 1, "e_lumo_ev": -5.7, "fmax_ev_per_a": 4.58, "homo_energy_ev": -17.93, "homo_lumo_gap_ev": 12.201, "e_above_lowest_kcal_mol": 38.1, "species": ["C", "N", "F", "F", "F", "S", "H", "H", "H"], "coordinates": [[-0.2301, 0.2507, 0.6538], [-1.3790, 0.8739, -0.6709], [-3.4746, -0.6699, -0.8517], [-3.0373, 0.3729, 1.3161], [-3.8128, 1.5592, -0.6169], [-2.7167, 0.5624, -0.1927], [-0.4171, -0.8716, 0.5228], [-0.7446, 0.5865, 1.5013], [0.6777, 0.6126, 0.1967]]}

---

4.
{"formula": "CH3FO2", "method": "ωB97M-V/def2-TZVPD", "e_tot_ha": -290.08412, "charge": 0, "e_lumo_ev": 0.7, "fmax_ev_per_a": 5.51, "homo_energy_ev": -10.93, "homo_lumo_gap_ev": 11.641, "e_above_lowest_kcal_mol": 107.6, "species": ["C", "O", "O", "F", "H", "H", "H"], "coordinates": [[0.0332, 0.1696, -0.9124], [1.0966, -1.3256, 0.4698], [0.1222, -1.1194, -0.5088], [1.0536, 0.5281, -1.6861], [-0.8429, 0.3747, -1.4882], [0.0462, 1.0945, 0.2214], [1.9652, -1.7112, -0.0590]]}

---

5.
{"formula": "CH3FO2S", "method": "ωB97M-V/def2-TZVPD", "e_tot_ha": -688.21259, "charge": 0, "e_lumo_ev": [-1.9, -1.9], "fmax_ev_per_a": 3.32, "homo_energy_ev": [-10.51, -10.56], "homo_lumo_gap_ev": [8.652, 8.616], "e_above_lowest_kcal_mol": 121.9, "species": ["C", "O", "O", "F", "S", "H", "H", "H"], "coordinates": [[0.0777, -0.1845, -0.1060], [-2.2833, -2.9164, 0.3278], [0.9877, -2.5649, -0.2735], [-0.6144, -1.7918, -1.9837], [-0.2537, -1.9186, -0.3791], [1.0172, 0.1212, 0.2926], [0.0950, 0.0884, -1.2475], [-0.7314, 0.2780, 0.4788]]}

---

6.
{"formula": "CH3FO2S", "method": "ωB97M-V/def2-TZVPD", "e_tot_ha": -688.37255, "charge": 0, "e_lumo_ev": 0.6, "fmax_ev_per_a": 5.10, "homo_energy_ev": -10.72, "homo_lumo_gap_ev": 11.297, "e_above_lowest_kcal_mol": 21.5, "species": ["C", "O", "O", "F", "S", "H", "H", "H"], "coordinates": [[0.1660, 0.0732, 0.1785], [3.1710, -1.9863, 1.4970], [1.5033, -0.2255, 0.4968], [1.6973, -2.5449, -0.4910], [1.8588, -1.9414, 1.0364], [0.1657, 0.6547, -0.8864], [-0.4468, 0.7515, 0.8796], [-0.3313, -0.9531, 0.0794]]}